Record 1
{"formula": "C5H10O", "method": "the ωB97M-V functional and the def2-TZVPD basis", "species": ["C", "C", "C", "C", "C", "O", "H", "H", "H", "H", "H", "H", "H", "H", "H", "H"], "coordinates": [[-0.26, -1.82, 0.16], [-0.71, -0.45, 0.57], [-0.01, 0.64, 0.15], [0.95, 1.35, 1.06], [0.04, 0.59, -1.37], [-1.29, 0.18, -1.69], [-0.96, -2.57, -0.21], [0.11, -2.17, 1.14], [0.62, -1.79, -0.49], [-1.42, -0.45, 1.39], [0.57, 1.44, 2.09], [1.34, 2.31, 0.73], [1.81, 0.67, 1.13], [0.72, -0.17, -1.77], [0.25, 1.54, -1.87], [-1.77, 0.69, -1.01]], "mulliken_charge": [-1.002, -0.382, 0.452, -1.331, -0.412, -0.483, 0.307, 0.305, 0.299, 0.396, 0.343, 0.337, 0.263, 0.219, 0.301, 0.386], "max_force_ev_per_a": 1.22, "homo_energy_ev": -7.8, "e_lumo_ev": 0.878, "total_charge": 0, "smiles": "C/C=C(/C)CO", "e_above_lowest_kj_mol": 312.1}

Record 2
{"formula": "C5H10O", "method": "the ωB97M-V functional and the def2-TZVPD basis", "species": ["C", "C", "C", "O", "C", "C", "H", "H", "H", "H", "H", "H", "H", "H", "H", "H"], "coordinates": [[-0.36, -2.22, 1.00], [0.41, -1.20, 0.23], [0.31, 0.13, 0.35], [-0.35, 0.76, 1.37], [0.79, 1.08, -0.70], [-0.39, 1.87, -1.28], [-1.02, -1.78, 1.76], [-1.01, -2.75, 0.30], [0.31, -2.93, 1.49], [1.05, -1.58, -0.57], [-0.45, 0.14, 2.10], [1.53, 1.77, -0.29], [1.26, 0.49, -1.49], [-0.05, 2.58, -2.04], [-0.90, 2.43, -0.49], [-1.12, 1.20, -1.74]], "mulliken_charge": [-1.112, -0.252, 0.519, -0.528, -0.423, -1.107, 0.298, 0.262, 0.290, 0.289, 0.301, 0.293, 0.241, 0.333, 0.295, 0.300], "max_force_ev_per_a": 0.40, "homo_energy_ev": -8.4, "e_lumo_ev": 0.884, "total_charge": 0, "smiles": "C/C=C(\\O)CC", "e_above_lowest_kj_mol": 59.8}

Record 3
{"formula": "C5H10O", "method": "the ωB97M-V functional and the def2-TZVPD basis", "species": ["O", "C", "C", "C", "C", "C", "H", "H", "H", "H", "H", "H", "H", "H", "H", "H"], "coordinates": [[1.32, -0.23, 1.74], [1.07, -0.08, 0.35], [0.23, 1.18, 0.03], [-1.19, 0.67, -0.20], [-0.94, -0.67, -0.91], [0.21, -1.27, -0.10], [1.71, 0.59, 2.07], [2.03, -0.05, -0.20], [0.31, 1.93, 0.83], [0.61, 1.65, -0.89], [-1.82, 1.36, -0.77], [-1.68, 0.48, 0.76], [-1.83, -1.32, -0.95], [-0.63, -0.49, -1.94], [-0.18, -1.73, 0.82], [0.78, -2.03, -0.63]], "mulliken_charge": [-0.542, 0.248, -0.703, -0.609, -0.571, -0.803, 0.311, 0.220, 0.364, 0.277, 0.333, 0.272, 0.332, 0.280, 0.286, 0.305], "max_force_ev_per_a": 0.39, "homo_energy_ev": -10.1, "e_lumo_ev": 1.047, "total_charge": 0, "smiles": "OC1CCCC1", "e_above_lowest_kj_mol": 14.1}

Record 4
{"formula": "C5H10O", "method": "the ωB97M-V functional and the def2-TZVPD basis", "species": ["C", "O", "C", "C", "C", "C", "H", "H", "H", "H", "H", "H", "H", "H", "H", "H"], "coordinates": [[-1.19, 0.22, -1.89], [0.11, 0.15, -1.34], [0.25, -0.71, -0.29], [-0.78, -0.06, 1.20], [1.69, -0.60, 0.19], [1.11, 0.43, 1.07], [-1.09, 0.48, -2.94], [-1.71, -0.74, -1.80], [-1.78, 1.00, -1.39], [-0.80, -0.93, 1.86], [-0.92, 0.85, 1.81], [-1.70, -0.11, 0.60], [2.05, -1.50, 0.69], [2.36, -0.26, -0.59], [1.14, 1.45, 0.68], [1.26, 0.35, 2.14]], "mulliken_charge": [-0.740, -0.215, -0.123, -1.113, -0.443, -0.536, 0.257, 0.355, 0.296, 0.352, 0.359, 0.388, 0.227, 0.285, 0.274, 0.377], "max_force_ev_per_a": 0.48, "homo_energy_ev": -7.4, "e_lumo_ev": 1.089, "total_charge": 0, "e_above_lowest_kj_mol": 521.4}

Number 4 is which compound?
C5H10O